[1]
ORCA calculation (wB97M-V/def2-TZVPD) on a molecular structure, C21H41B2Br9INO9 at a distorted geometry.

As for the electronic energy: -682198.990 eV. Its total charge is -2.

XYZ file:
```
84
Properties=species:S:1:pos:R:3:lowdin_charge:R:1
C 2.772 1.276 0.856 -0.056
C 2.447 0.520 -0.445 -0.288
O 3.426 0.843 -1.438 -0.149
C 2.900 1.314 -2.664 -0.187
C 3.415 2.720 -2.946 -0.193
O 2.627 3.755 -2.394 -0.108
C 2.106 4.595 -3.393 -0.227
C 1.242 5.704 -2.822 -0.242
O 0.136 5.293 -2.088 -0.142
C -0.885 4.658 -2.882 -0.061
B -1.411 3.272 -2.119 -0.911
O -0.246 2.786 -1.330 0.013
O -2.612 3.413 -1.344 0.061
C -3.473 2.283 -1.503 -0.233
B -4.917 2.774 -1.893 -0.588
N -5.356 4.085 -1.460 0.181
O -5.847 2.007 -2.607 0.053
C -3.765 1.830 0.003 -0.730
O -3.091 2.328 0.915 -0.016
O -4.737 1.040 0.157 -0.102
C -2.639 1.325 -2.490 -0.640
I -1.673 -0.223 -1.113 0.886
C -3.425 0.449 -3.489 -0.644
Br -4.514 -0.832 -2.471 0.685
C -2.567 -0.411 -4.414 -0.357
C -1.597 0.361 -5.313 -0.104
O -1.765 2.144 -3.059 0.015
H 2.157 2.175 0.907 0.076
H 3.817 1.582 0.848 0.066
H 2.512 0.656 1.714 0.057
H 2.498 -0.545 -0.191 -0.043
H 1.429 0.798 -0.714 0.070
H 1.818 1.214 -2.735 0.120
H 3.325 0.683 -3.458 0.115
H 3.477 2.825 -4.035 0.110
H 4.427 2.770 -2.536 0.124
H 2.946 5.082 -3.919 0.118
H 1.549 4.040 -4.157 0.118
H 0.975 6.419 -3.619 0.117
H 1.869 6.263 -2.118 0.121
H -0.521 4.456 -3.897 0.089
H -1.710 5.376 -2.990 0.101
H 0.313 2.348 -1.973 0.017
H -4.669 4.489 -0.827 0.075
H -6.183 3.929 -0.887 0.073
H -6.530 1.697 -2.008 0.086
H -4.076 1.060 -4.108 0.105
H -2.043 -1.204 -3.887 0.048
H -3.265 -0.926 -5.081 0.086
H -0.814 0.858 -4.753 0.058
H -2.138 1.073 -5.934 0.072
H -1.096 -0.371 -5.954 0.060
Br 0.433 -2.158 3.858 0.531
C 1.447 -3.676 3.173 -0.733
C 2.532 -3.196 2.244 -0.682
Br 1.868 -2.619 0.509 0.728
H 0.736 -4.344 2.696 0.061
H 1.904 -4.169 4.018 -0.022
H 3.223 -4.011 2.035 -0.014
H 3.080 -2.347 2.642 0.054
Br 5.333 -4.731 0.155 0.661
C 6.105 -6.233 1.113 -0.703
C 5.317 -7.495 0.887 -0.705
Br 3.666 -7.497 1.915 0.614
H 6.153 -5.950 2.160 0.050
H 7.114 -6.338 0.719 0.052
H 5.875 -8.360 1.238 0.051
H 5.042 -7.637 -0.153 0.048
Br 0.232 -3.991 5.678 0.668
C -0.418 -5.173 7.133 -0.640
C 0.418 -5.048 8.378 -0.702
Br 2.119 -5.991 8.201 0.569
H -0.439 -6.188 6.746 0.043
H -1.435 -4.839 7.328 0.055
H -0.072 -5.513 9.231 0.047
H 0.656 -4.017 8.619 0.048
Br -1.543 0.080 4.712 0.540
C -2.757 0.799 3.345 -0.644
C -4.163 0.842 3.870 -0.690
Br -5.000 -0.915 3.946 0.560
H -2.637 0.183 2.462 0.052
H -2.405 1.802 3.125 0.055
H -4.783 1.433 3.200 0.056
H -4.219 1.242 4.878 0.036
```

***

[2]
ORCA calculation (wB97M-V/def2-TZVPD) on a molecular structure, C21H41FN2O29S6 at a distorted geometry.

As for the electronic energy: -152518.429 eV.

XYZ file:
```
100
Properties=species:S:1:pos:R:3:lowdin_charge:R:1
C -1.216 -4.397 5.196 -0.001
C -0.781 -2.956 5.340 -0.579
O 0.333 -2.702 5.783 0.022
N -1.533 -1.984 4.859 0.007
C -1.263 -0.551 4.908 -0.049
H -1.358 -4.621 4.139 0.071
H -2.209 -4.614 5.590 0.074
H -0.553 -5.138 5.642 0.084
H -2.487 -2.294 4.740 0.135
H -0.913 -0.153 3.955 0.053
H -0.610 -0.437 5.774 0.088
H -2.134 0.021 5.228 0.084
C -4.359 3.368 3.462 -0.009
C -3.865 2.669 2.317 -0.603
O -3.508 1.482 2.332 0.021
N -3.675 3.415 1.215 0.002
C -2.835 3.132 0.053 -0.041
H -4.308 4.428 3.214 0.077
H -3.929 3.080 4.421 0.101
H -5.423 3.137 3.402 0.101
H -4.173 4.293 1.236 0.127
H -2.116 2.338 0.260 0.072
H -2.262 4.029 -0.182 0.078
H -3.521 3.030 -0.787 0.077
C 2.318 -5.908 0.068 -0.062
C 2.137 -4.493 0.696 -0.229
O 0.895 -4.624 1.357 0.124
C 0.475 -5.920 1.289 -0.536
O -0.561 -6.265 1.793 0.163
O 1.391 -6.708 0.730 0.090
F 1.846 -3.549 -0.291 0.042
H 3.270 -6.422 0.201 0.136
H 2.167 -5.947 -1.011 0.140
H 3.001 -4.223 1.303 0.130
C 2.080 3.365 -4.587 -0.140
C 1.584 2.078 -3.892 -0.231
O 2.677 1.291 -3.694 -0.196
S 4.065 1.708 -4.495 0.769
O 4.263 0.950 -5.729 -0.253
O 5.095 1.631 -3.448 -0.252
O 3.499 3.271 -4.806 -0.195
H 1.864 4.161 -3.874 0.133
H 1.562 3.386 -5.545 0.118
H 0.699 1.751 -4.439 0.098
H 1.213 2.250 -2.881 0.118
C 1.309 -0.514 0.566 -0.214
C -0.012 -0.976 1.133 -0.182
O -0.932 -0.974 0.098 -0.166
S -0.324 -0.307 -1.284 0.772
O -0.730 1.098 -1.491 -0.274
O -0.581 -1.233 -2.420 -0.276
O 1.274 -0.367 -0.811 -0.156
H 2.103 -1.174 0.915 0.119
H 1.532 0.410 1.100 0.119
H -0.403 -0.219 1.812 0.117
H 0.007 -1.959 1.603 0.135
C -4.059 0.958 -3.773 -0.206
C -3.982 1.344 -5.245 -0.148
O -4.973 2.370 -5.390 -0.214
S -5.884 2.664 -4.043 0.770
O -7.108 1.866 -3.973 -0.251
O -5.906 4.052 -3.569 -0.257
O -4.718 1.935 -3.023 -0.207
H -3.121 0.984 -3.219 0.125
H -4.508 -0.034 -3.727 0.133
H -4.200 0.562 -5.973 0.129
H -3.118 1.841 -5.686 0.116
C -0.500 5.577 2.746 -0.182
C 0.132 5.699 4.165 -0.126
O 0.759 4.437 4.416 -0.207
S 0.379 3.261 3.362 0.778
O -0.723 2.435 3.883 -0.263
O 1.586 2.478 2.879 -0.275
O -0.196 4.320 2.184 -0.213
H -0.043 6.268 2.038 0.128
H -1.580 5.681 2.643 0.121
H -0.524 5.984 4.988 0.135
H 0.960 6.391 4.009 0.127
C 6.162 -4.722 3.266 -0.296
C 6.202 -4.237 4.615 -0.208
O 5.286 -3.160 4.694 -0.166
S 4.722 -2.766 3.197 0.795
O 5.650 -1.816 2.591 -0.229
O 3.271 -2.436 3.195 -0.246
O 4.954 -4.399 2.722 -0.188
H 6.273 -5.805 3.222 0.152
H 6.923 -4.189 2.696 0.132
H 7.189 -3.901 4.934 0.144
H 5.966 -5.105 5.231 0.139
C -0.569 -0.791 -5.762 -0.174
C 0.812 -1.009 -6.385 -0.176
O 0.813 -0.120 -7.467 -0.186
S -0.582 0.850 -7.570 0.723
O -0.957 1.147 -8.916 -0.200
O -0.482 1.956 -6.639 -0.261
O -1.470 -0.253 -6.754 -0.210
H -0.442 -0.053 -4.970 0.095
H -1.030 -1.712 -5.405 0.139
H 1.028 -2.056 -6.601 0.136
H 1.524 -0.636 -5.649 0.120
```

***

[3]
ORCA calculation (wB97M-V/def2-TZVPD) on a molecular structure, C21H42AlCl30N2O2S at a distorted geometry.

As for the electronic energy: -422636.237 eV. Its total charge is -1.

XYZ file:
```
99
Properties=species:S:1:pos:R:3:lowdin_charge:R:1
C 3.676 0.176 -1.414 -0.071
C 2.897 -0.412 -2.765 -0.279
O 3.140 -1.725 -3.026 -0.066
O 2.055 0.428 -3.631 -0.183
C 0.662 -0.055 -3.684 -0.239
Al -0.310 0.116 -1.843 0.176
C -2.343 0.308 -2.214 -0.299
C 0.343 1.813 -0.892 -0.336
N 0.512 3.019 -1.830 -0.116
N 0.043 -1.531 -0.909 0.044
C 0.243 -1.198 0.437 -0.649
S 1.054 -1.189 1.970 0.469
H 3.282 1.272 -1.273 0.058
H 4.835 0.206 -1.576 0.039
H 3.450 -0.455 -0.454 0.074
H 0.552 -1.185 -3.986 0.078
H 0.064 0.607 -4.447 0.079
H -2.726 1.413 -2.114 -0.046
H -2.871 -0.348 -1.367 -0.039
H -2.603 -0.198 -3.247 0.005
H -0.507 2.114 -0.118 0.049
H 1.366 1.702 -0.325 0.041
H 0.243 2.756 -2.821 0.042
H 1.539 3.276 -1.888 0.049
C -2.028 -1.904 3.606 -1.022
Cl -3.199 -3.229 3.572 0.497
Cl -2.780 -0.406 4.166 0.518
H -1.213 -2.168 4.284 0.008
H -1.636 -1.751 2.598 -0.025
C -6.533 -0.069 -2.100 -1.050
Cl -6.209 1.621 -2.504 0.467
Cl -5.051 -1.032 -2.158 0.567
H -6.950 -0.120 -1.091 -0.040
H -7.249 -0.476 -2.817 -0.006
C 5.401 -0.226 1.756 -1.059
Cl 6.561 -0.062 3.080 0.506
Cl 4.903 1.358 1.147 0.550
H 5.866 -0.789 0.943 -0.044
H 4.520 -0.760 2.119 0.023
C -9.388 3.350 -1.315 -0.995
Cl -7.964 4.250 -1.852 0.497
Cl -8.947 1.728 -0.769 0.493
H -9.858 3.888 -0.488 0.031
H -10.091 3.267 -2.147 0.031
C -3.704 -5.967 0.871 -1.047
Cl -4.858 -6.272 -0.433 0.489
Cl -2.377 -4.938 0.318 0.504
H -4.221 -5.469 1.695 -0.026
H -3.295 -6.920 1.215 0.029
C -6.376 -4.333 5.362 -1.061
Cl -6.368 -5.336 3.906 0.503
Cl -6.584 -5.320 6.814 0.470
H -5.427 -3.796 5.429 -0.032
H -7.200 -3.618 5.297 0.032
C -4.240 1.655 1.419 -0.992
Cl -5.348 0.287 1.254 0.514
Cl -3.814 2.322 -0.161 0.559
H -4.722 2.433 2.016 0.028
H -3.330 1.317 1.920 -0.009
C 8.596 1.656 -0.042 -1.011
Cl 7.442 1.351 -1.346 0.523
Cl 9.923 2.685 -0.595 0.526
H 8.079 2.154 0.782 0.021
H 9.005 0.703 0.301 0.032
C 9.183 3.916 -4.275 -1.026
Cl 9.949 5.188 -3.316 0.491
Cl 8.768 4.500 -5.891 0.508
H 9.874 3.074 -4.368 0.032
H 8.271 3.590 -3.769 0.019
C -11.840 -0.711 0.258 -1.045
Cl -10.680 -0.547 1.582 0.502
Cl -12.338 0.872 -0.351 0.476
H -11.375 -1.274 -0.555 -0.051
H -12.721 -1.246 0.621 0.029
C 10.819 8.563 -1.940 -1.043
Cl 11.347 7.918 -0.381 0.494
Cl 9.748 9.952 -1.724 0.498
H 11.697 8.876 -2.511 0.030
H 10.284 7.782 -2.486 -0.029
C 13.430 2.280 -1.216 -1.043
Cl 14.590 2.443 0.108 0.497
Cl 12.932 3.863 -1.824 0.476
H 13.895 1.716 -2.029 0.029
H 12.549 1.745 -0.853 -0.016
C -11.188 -1.877 -3.667 -0.996
Cl -11.223 -3.440 -2.842 0.512
Cl -10.254 -0.692 -2.746 0.538
H -10.729 -2.004 -4.651 0.031
H -12.211 -1.512 -3.782 0.032
C -2.434 -5.353 7.272 -0.993
Cl -3.588 -5.658 5.968 0.507
Cl -1.107 -4.324 6.719 0.514
H -2.951 -4.855 8.096 0.032
H -2.025 -6.306 7.616 0.029
C 6.330 -3.639 2.990 -1.017
Cl 5.222 -5.006 2.826 0.514
Cl 6.756 -2.972 1.410 0.551
H 5.848 -2.860 3.587 0.007
H 7.240 -3.977 3.491 0.031
```